Record 1
The following is a DFT calculation (ωB97M-V/def2-TZVPD) of a 22-piece molecular cluster, C32H111BF4N5O21 overall.

```
174
Properties=species:S:1:pos:R:3:forces:R:3
B -5.956 -20.047 -3.175 -0.246 0.382 0.729
F -6.824 -19.729 -2.126 -0.147 0.146 0.364
F -4.746 -20.418 -2.635 0.638 -0.618 -0.111
F -6.561 -21.048 -3.928 0.199 -0.371 -0.219
F -5.778 -18.891 -3.930 0.202 0.292 -0.661
C -8.890 -19.464 1.895 0.392 -0.223 -1.005
C -7.878 -20.041 0.844 -0.955 0.333 -0.607
O -8.556 -20.519 -0.363 -0.819 -0.226 1.770
H -8.374 -19.041 2.757 0.198 0.008 -0.120
H -9.615 -20.178 2.287 0.243 -0.396 -0.110
H -9.504 -18.686 1.440 0.174 0.179 -0.104
H -7.261 -20.838 1.258 0.000 0.045 0.084
H -7.241 -19.263 0.420 0.295 0.251 0.807
H -7.917 -20.463 -1.077 0.156 -0.068 -0.271
C -2.158 -20.736 -7.618 -0.787 0.421 0.939
C -1.839 -19.508 -8.424 1.788 -0.907 -0.930
O -2.730 -18.458 -8.192 -0.764 0.398 0.080
H -2.166 -20.402 -6.580 0.080 -0.158 0.314
H -1.461 -21.572 -7.672 0.089 0.271 -0.388
H -3.181 -21.069 -7.791 0.056 -0.184 -0.262
H -1.762 -19.733 -9.488 -0.463 -0.182 -0.277
H -0.824 -19.175 -8.207 0.241 0.073 0.417
H -2.733 -17.927 -8.992 -0.201 0.231 0.145
C -5.849 -14.595 -4.203 0.237 -0.148 -0.847
C -5.859 -14.834 -5.726 -1.095 0.382 1.053
O -4.705 -15.497 -6.187 0.086 -0.075 -0.344
H -6.681 -13.912 -4.031 0.343 0.223 0.426
H -4.863 -14.247 -3.893 -0.115 0.709 -0.077
H -6.001 -15.444 -3.536 -0.366 -0.452 -0.541
H -5.961 -13.892 -6.266 0.408 0.633 0.350
H -6.796 -15.292 -6.043 0.063 -0.851 0.207
H -4.667 -15.161 -7.085 0.567 -0.518 -0.242
C -6.801 -27.384 -4.396 0.143 0.292 -0.302
C -6.137 -26.727 -5.657 -1.102 -0.620 1.740
O -6.714 -27.258 -6.831 0.777 -0.496 -0.483
H -6.327 -27.180 -3.436 0.261 0.517 -0.087
H -6.726 -28.469 -4.470 -0.242 -0.058 -0.360
H -7.841 -27.081 -4.274 -0.080 -0.153 -0.189
H -5.091 -27.016 -5.555 0.110 0.072 -0.832
H -6.223 -25.641 -5.644 0.069 0.073 0.123
H -7.618 -26.971 -6.978 0.032 0.373 0.392
C -9.148 -23.090 -3.331 -1.450 0.668 -0.442
C -8.049 -24.038 -3.605 0.371 -0.360 -0.645
O -6.921 -23.550 -2.921 1.040 -0.476 0.472
H -9.453 -23.094 -2.285 0.176 0.114 0.051
H -10.040 -23.248 -3.937 -0.143 -0.402 -0.068
H -8.828 -22.095 -3.641 0.051 0.220 0.336
H -7.779 -24.072 -4.661 -0.427 -0.075 -0.282
H -8.258 -25.066 -3.309 0.082 0.092 0.364
H -6.696 -22.721 -3.350 0.158 0.212 0.162
C -0.919 -21.872 -3.880 0.104 -0.086 -0.339
C 0.071 -20.716 -4.090 -1.299 0.061 -0.319
O 1.080 -21.079 -4.987 0.945 -0.355 -0.137
H -0.619 -22.628 -3.154 -0.040 0.401 0.599
H -0.975 -22.483 -4.781 -0.011 0.360 -0.460
H -1.927 -21.492 -3.718 0.000 -0.158 0.471
H 0.470 -20.288 -3.171 0.019 -0.165 0.217
H -0.451 -19.907 -4.601 -0.086 0.086 0.166
H 1.501 -21.844 -4.590 0.339 -0.141 -0.222
O -10.995 -21.995 0.652 -0.481 -0.139 0.014
H -11.089 -22.106 1.598 -0.073 -0.089 0.194
H -10.145 -21.568 0.544 0.563 0.211 -0.443
O -7.826 -17.189 -2.568 0.312 0.848 -0.281
H -6.969 -17.606 -2.481 0.265 -0.101 0.052
H -8.453 -17.890 -2.391 -0.867 -0.562 0.194
O -7.858 -17.918 -5.418 -0.173 0.153 -0.587
H -8.100 -17.715 -4.514 -0.102 0.335 0.650
H -6.979 -18.290 -5.354 0.354 -0.134 0.074
O -7.752 -17.003 -8.023 0.065 0.529 -0.800
H -7.801 -17.233 -7.096 -0.144 -0.135 0.645
H -7.015 -17.514 -8.358 0.100 -0.193 -0.026
O -9.152 -19.923 -6.807 -1.323 -0.073 -0.436
H -8.416 -20.533 -6.757 0.295 -0.152 -0.013
H -8.834 -19.128 -6.377 0.088 0.319 0.277
O -6.967 -21.334 -6.494 0.171 -0.753 -0.329
H -6.339 -20.645 -6.709 0.612 0.495 -0.252
H -6.922 -21.413 -5.542 0.118 0.131 0.389
O -9.935 -19.009 -2.359 0.765 0.109 -0.153
H -10.850 -19.059 -2.634 -0.538 0.357 -0.122
H -9.910 -19.468 -1.520 0.335 -0.379 0.474
O -8.464 -14.378 -2.264 -0.386 0.652 0.092
H -7.719 -13.939 -1.855 0.194 0.096 0.098
H -8.198 -15.295 -2.325 0.111 -0.787 -0.095
O -5.037 -19.197 -6.652 -0.541 -0.295 0.062
H -4.749 -18.997 -5.762 -0.048 0.107 0.449
H -4.331 -18.874 -7.212 0.438 0.218 -0.480
O -8.675 -23.376 -6.955 -0.350 -0.849 -0.042
H -9.505 -22.981 -6.688 -0.283 0.168 0.003
H -8.026 -22.687 -6.817 0.411 0.378 -0.221
C -5.759 -24.465 1.931 0.069 -0.581 -0.031
C -6.224 -23.751 0.657 0.925 0.595 0.915
C -5.110 -22.817 0.119 -0.437 0.559 0.445
O -4.831 -21.742 1.029 0.715 0.181 0.067
C -3.718 -20.912 0.642 -0.429 -0.615 0.038
N -6.526 -24.761 -0.348 -0.422 0.828 0.416
H -6.485 -25.242 2.171 -0.121 -0.059 -0.013
H -5.574 -23.946 2.871 -0.115 0.697 -0.382
H -4.826 -24.968 1.678 0.210 -0.172 0.084
H -7.110 -23.164 0.898 -0.158 0.098 -0.237
H -5.412 -22.380 -0.832 -0.160 -0.004 -0.248
H -4.225 -23.426 -0.069 0.343 -0.100 0.114
H -2.764 -21.440 0.676 0.068 -0.538 -0.128
H -3.575 -20.101 1.355 -0.590 0.056 0.039
H -3.850 -20.522 -0.367 -0.121 0.139 -0.028
H -5.655 -25.208 -0.594 0.021 -0.231 0.184
H -6.687 -24.208 -1.178 -0.653 -0.157 -0.519
C -12.595 -19.155 -5.587 0.223 0.064 0.931
C -12.309 -20.330 -4.639 -2.237 0.880 0.268
C -13.007 -20.115 -3.207 0.998 -0.517 -0.695
O -12.607 -18.911 -2.565 0.862 -0.786 -2.970
C -13.220 -18.693 -1.392 -0.612 0.181 2.374
N -12.893 -21.525 -5.232 0.280 -1.202 0.782
H -12.454 -19.441 -6.630 0.456 0.113 0.165
H -11.981 -18.316 -5.259 0.122 0.114 -0.525
H -13.627 -18.821 -5.480 -0.223 -0.128 0.093
H -11.242 -20.530 -4.539 0.009 0.259 0.138
H -12.804 -20.983 -2.580 1.012 -0.200 0.385
H -14.089 -20.254 -3.203 -0.564 0.902 -0.860
H -12.838 -17.774 -0.948 -0.348 0.308 -0.293
H -12.964 -19.447 -0.649 -0.067 -0.517 0.159
H -14.302 -18.705 -1.525 -0.286 0.342 0.230
H -12.918 -22.161 -4.448 0.355 -0.963 -0.047
H -13.879 -21.501 -5.447 -0.237 0.957 -0.318
C -6.461 -16.233 0.671 0.792 0.007 1.138
C -5.017 -15.702 0.980 -0.167 -0.331 -1.632
C -4.164 -16.710 1.792 -0.734 0.177 -0.210
O -2.862 -16.249 2.048 0.872 0.502 0.495
C -2.109 -17.205 2.768 -0.072 -0.568 -0.029
N -4.434 -15.362 -0.348 -0.229 0.148 1.113
H -7.041 -15.495 0.118 0.141 0.010 0.139
H -6.939 -16.457 1.625 -0.353 0.138 0.094
H -6.507 -17.173 0.120 0.483 0.070 -0.241
H -5.097 -14.755 1.513 -0.059 -0.089 0.317
H -4.074 -17.656 1.259 -0.293 -0.248 -0.309
H -4.662 -16.904 2.742 -0.220 -0.133 0.270
H -2.068 -18.145 2.217 0.092 -0.186 -0.293
H -2.517 -17.484 3.740 -0.597 0.282 0.203
H -1.083 -16.917 2.997 -0.098 0.627 -0.532
H -3.574 -14.853 -0.203 0.244 0.013 -0.018
H -4.199 -16.236 -0.797 0.127 -0.253 -0.461
C -1.659 -18.397 -1.632 0.059 0.417 -0.533
C -2.388 -17.440 -2.589 0.244 0.694 0.351
C -2.036 -17.622 -4.054 0.488 0.579 -0.091
O -0.667 -17.235 -4.279 -0.699 -1.013 1.041
C -0.343 -17.073 -5.613 0.645 0.728 -0.634
N -3.816 -17.522 -2.344 -0.187 -0.741 0.129
H -2.070 -19.402 -1.722 0.006 -0.121 0.019
H -1.744 -18.055 -0.601 -0.202 -0.016 0.006
H -0.598 -18.410 -1.882 0.036 -0.112 -0.038
H -2.083 -16.421 -2.351 0.161 0.171 0.148
H -2.646 -16.962 -4.671 -0.378 0.081 -0.005
H -2.271 -18.648 -4.338 0.328 -0.408 -0.326
H 0.696 -16.748 -5.661 0.134 -0.111 0.112
H -0.913 -16.255 -6.056 -0.395 -0.005 -0.230
H -0.424 -17.960 -6.241 -0.284 -0.306 0.099
H -4.391 -16.978 -2.970 0.256 0.409 -0.264
H -4.102 -18.475 -2.519 -0.074 -0.191 0.214
C -3.744 -28.961 0.871 1.193 -0.766 -0.625
C -4.214 -27.615 0.426 0.894 0.462 0.583
C -3.825 -27.240 -1.042 -1.097 0.755 0.705
O -4.238 -25.841 -1.252 1.263 -1.759 0.255
C -4.010 -25.296 -2.530 0.367 0.554 -0.134
N -5.605 -27.584 0.751 -1.504 0.643 -0.870
H -3.998 -29.141 1.916 -0.353 -0.109 -0.150
H -2.659 -29.053 0.837 0.178 0.030 -0.173
H -4.155 -29.710 0.193 -0.170 -0.318 0.337
H -3.728 -26.912 1.104 0.692 0.557 -0.301
H -4.304 -27.900 -1.765 -0.528 0.038 -0.055
H -2.761 -27.395 -1.214 0.297 0.436 0.279
H -4.277 -24.239 -2.533 -0.717 -0.114 0.304
H -4.585 -25.810 -3.301 0.175 -0.036 -0.099
H -2.950 -25.201 -2.767 0.349 -0.790 -0.140
H -5.787 -27.839 1.711 0.363 -0.379 0.099
H -5.918 -26.624 0.719 -0.538 0.018 -0.475
```
Positions in Å, forces in eV/Å.

Computed properties:
- gap between HOMO and LUMO (Ha) = 0.3215
- energy (eV) = -96985.297
- LUMO energy (eV) = 1.89
- highest occupied orbital energy (eV) = -6.86
- net charge = -1

Atomic partial charges in e from the Löwdin method, atoms 1 to 99: atom 1 (B): -1.29, atom 2 (F): 0.14, atom 3 (F): 0.16, atom 4 (F): 0.14, atom 5 (F): 0.13, atom 6 (C): -0.06, atom 7 (C): -0.22, atom 8 (O): -0.12, atom 9 (H): 0.07, atom 10 (H): 0.05, atom 11 (H): 0.07, atom 12 (H): 0.09, atom 13 (H): 0.09, atom 14 (H): 0.04, atom 15 (C): -0.07, atom 16 (C): -0.34, atom 17 (O): -0.07, atom 18 (H): 0.06, atom 19 (H): 0.09, atom 20 (H): 0.08, atom 21 (H): 0.11, atom 22 (H): 0.10, atom 23 (H): 0.10, atom 24 (C): -0.07, atom 25 (C): -0.32, atom 26 (O): -0.08, atom 27 (H): 0.07, atom 28 (H): 0.07, atom 29 (H): 0.04, atom 30 (H): 0.11, atom 31 (H): 0.09, atom 32 (H): 0.08, atom 33 (C): -0.08, atom 34 (C): -0.30, atom 35 (O): -0.08, atom 36 (H): 0.05, atom 37 (H): 0.07, atom 38 (H): 0.06, atom 39 (H): 0.10, atom 40 (H): 0.10, atom 41 (H): 0.09, atom 42 (C): -0.07, atom 43 (C): -0.31, atom 44 (O): -0.10, atom 45 (H): 0.09, atom 46 (H): 0.07, atom 47 (H): 0.07, atom 48 (H): 0.09, atom 49 (H): 0.11, atom 50 (H): 0.05, atom 51 (C): -0.07, atom 52 (C): -0.33, atom 53 (O): -0.08, atom 54 (H): 0.07, atom 55 (H): 0.07, atom 56 (H): 0.06, atom 57 (H): 0.11, atom 58 (H): 0.08, atom 59 (H): 0.08, atom 60 (O): -0.06, atom 61 (H): 0.02, atom 62 (H): -0.02, atom 63 (O): -0.05, atom 64 (H): 0.02, atom 65 (H): 0.00, atom 66 (O): -0.03, atom 67 (H): 0.04, atom 68 (H): 0.03, atom 69 (O): -0.06, atom 70 (H): -0.03, atom 71 (H): 0.02, atom 72 (O): -0.07, atom 73 (H): -0.05, atom 74 (H): -0.03, atom 75 (O): -0.04, atom 76 (H): 0.03, atom 77 (H): 0.03, atom 78 (O): -0.02, atom 79 (H): 0.01, atom 80 (H): 0.03, atom 81 (O): -0.07, atom 82 (H): 0.02, atom 83 (H): -0.03, atom 84 (O): -0.02, atom 85 (H): 0.03, atom 86 (H): 0.01, atom 87 (O): -0.06, atom 88 (H): 0.03, atom 89 (H): -0.03, atom 90 (C): -0.06, atom 91 (C): -0.40, atom 92 (C): -0.18, atom 93 (O): -0.19, atom 94 (C): -0.09, atom 95 (N): 0.07, atom 96 (H): 0.07, atom 97 (H): 0.08, atom 98 (H): 0.06, atom 99 (H): 0.13

=====

Record 2
The following is a DFT calculation (ωB97M-V/def2-TZVPD) of a 3-piece molecular cluster, CH3F2N3 overall.

```
9
Properties=species:S:1:pos:R:3:forces:R:3
C -0.912 0.320 0.430 -2.852 -0.604 0.847
N 2.704 0.329 0.338 -1.184 0.456 2.230
N 0.195 0.638 0.090 0.192 -0.192 -0.148
N -1.993 -0.056 0.895 3.677 1.285 0.637
F 3.398 -0.168 -0.687 -0.232 -1.178 -0.085
F -3.962 0.327 -0.810 0.261 0.006 0.156
H 0.576 1.543 0.269 0.232 0.521 -0.191
H -2.764 -0.432 0.461 -2.113 -0.899 -1.370
H 2.052 -0.407 0.866 2.019 0.605 -2.077
```
Positions in Å, forces in eV/Å.

Computed properties:
- gap between HOMO and LUMO (alpha / beta) (Ha) = 0.2083 / 0.3858
- energy (eV) = -10982.966
- energy relative to the best compared isomer or geometry (same formula, charge and spin) (kcal per mole) = 112.7
- LUMO energy (alpha / beta) (eV) = -4.49 / -0.29
- highest occupied orbital energy (alpha / beta) (eV) = -10.16 / -10.79
- net charge = 0

Population analysis type natural (NBO), resulting atomic charges in e: atom 1 (C): 0.69, atom 2 (N): -0.09, atom 3 (N): -0.72, atom 4 (N): -0.68, atom 5 (F): -0.21, atom 6 (F): -0.12, atom 7 (H): 0.43, atom 8 (H): 0.42, atom 9 (H): 0.29